No. 1
Density functional theory data (ωB97M-V with the def2-TZVPD basis set) for the molecule C6H6.

LUMO   0.967 eV
Structure (SMILES)   C#CCCC#C
Kohn-Sham gap   10.9886 eV
DFT total energy   -232.09057 Eh
Energy above the lowest of the compared OMol25 structures with the same formula, charge and spin   3.694 eV

Positions of all 12 atoms, in Å:
1 C -2.64 1.17 0.86
2 C -1.47 0.95 0.69
3 C -0.06 0.64 0.45
4 C 0.10 -0.39 -0.69
5 C 1.49 -0.81 -0.86
6 C 2.64 -1.16 -0.98
7 H -3.68 1.37 1.03
8 H 0.39 0.25 1.37
9 H 0.49 1.55 0.20
10 H -0.52 -1.27 -0.46
11 H -0.28 0.04 -1.62
12 H 3.65 -1.48 -1.10

Löwdin atomic charges, in units of e: number 1, C, carries 0.1075; number 2, C, carries -0.1540; number 3, C, carries -0.2195; number 4, C, carries -0.2209; number 5, C, carries -0.1527; number 6, C, carries 0.1069; number 7, H, carries 0.0236; number 8, H, carries 0.1212; number 9, H, carries 0.1213; number 10, H, carries 0.1215; number 11, H, carries 0.1217; number 12, H, carries 0.0234

---

No. 2
Density functional theory data (ωB97M-V with the def2-TZVPD basis set) for the molecule C4H9N in a non-equilibrium geometry.

LUMO   1.097 eV
Structure (SMILES)   C=C(N)CC
Kohn-Sham gap   9.3524 eV
DFT total energy   -212.53623 Eh
Energy above the lowest of the compared OMol25 structures with the same formula, charge and spin   0.406 eV

Positions of all 14 atoms, in Å:
1 C -0.40 -0.69 1.46
2 C -0.71 -0.17 0.27
3 N -2.05 -0.12 -0.19
4 C 0.27 0.41 -0.70
5 C 1.73 0.10 -0.49
6 H 0.63 -0.88 1.74
7 H -1.12 -0.73 2.27
8 H -2.70 0.22 0.51
9 H -2.12 0.44 -1.03
10 H 0.09 1.48 -0.82
11 H 0.00 0.03 -1.69
12 H 2.21 0.59 0.36
13 H 1.89 -0.97 -0.30
14 H 2.30 0.29 -1.39

Löwdin atomic charges, in units of e: number 1, C, carries 0.0259; number 2, C, carries -0.4365; number 3, N, carries 0.0692; number 4, C, carries -0.2360; number 5, C, carries -0.1213; number 6, H, carries 0.0434; number 7, H, carries 0.0516; number 8, H, carries 0.0847; number 9, H, carries 0.0709; number 10, H, carries 0.1176; number 11, H, carries 0.1119; number 12, H, carries 0.0734; number 13, H, carries 0.0766; number 14, H, carries 0.0685

---

No. 3
Density functional theory data (ωB97M-V with the def2-TZVPD basis set) for a structure of composition C4H4O2Pb in a non-equilibrium geometry.

LUMO   -9.692 eV
Net charge   +2
Kohn-Sham gap   8.3809 eV
DFT total energy   -497.38127 Eh
Energy above the lowest of the compared OMol25 structures with the same formula, charge and spin   0.000 eV

Positions of all 11 atoms, in Å:
1 H 0.82 -0.39 1.20
2 O 0.57 -3.01 -0.38
3 C 0.27 -2.02 -0.84
4 C 0.20 -0.59 -0.86
5 C -0.03 -0.02 0.56
6 C -0.20 1.45 0.56
7 O -0.84 2.02 1.47
8 Pb -0.40 3.63 0.10
9 H -0.63 -0.33 -1.54
10 H 1.15 -0.26 -1.31
11 H -0.91 -0.47 1.05

Löwdin atomic charges, in units of e: number 1, H, carries 0.1815; number 2, O, carries 0.4431; number 3, C, carries 0.1053; number 4, C, carries -0.0703; number 5, C, carries -0.1219; number 6, C, carries -0.4624; number 7, O, carries -0.2083; number 8, Pb, carries 1.6267; number 9, H, carries 0.1682; number 10, H, carries 0.1815; number 11, H, carries 0.1565

---

No. 4
Density functional theory data (ωB97M-V with the def2-TZVPD basis set) for a cluster of 17 separate species, C9H50NO17 in total in a non-equilibrium geometry.

LUMO   1.830 eV
Net charge   -1
Kohn-Sham gap   3.6482 eV
DFT total energy   -1706.59502 Eh
Energy above the lowest of the compared OMol25 structures with the same formula, charge and spin   4.683 eV

Positions of all 77 atoms, in Å:
1 C -1.69 -1.36 1.79
2 C -0.36 -1.37 0.97
3 C -0.52 -2.56 -0.11
4 C -1.05 -2.29 -1.52
5 C -0.58 -0.91 -1.97
6 C -0.74 0.23 -1.02
7 N -0.14 -0.06 0.30
8 O 0.39 1.00 1.11
9 C -2.24 0.65 -0.91
10 C -0.05 1.42 -1.77
11 C 0.90 -1.75 1.78
12 H -2.58 -1.07 1.23
13 H -1.66 -0.67 2.64
14 H -1.77 -2.30 2.35
15 H -1.31 -3.24 0.21
16 H 0.39 -3.16 -0.07
17 H -2.13 -2.32 -1.63
18 H -0.70 -3.05 -2.22
19 H -0.99 -0.69 -2.95
20 H 0.49 -1.09 -2.10
21 H -2.39 1.56 -0.33
22 H -2.89 -0.09 -0.44
23 H -2.68 0.84 -1.89
24 H -0.01 2.28 -1.09
25 H -0.50 1.79 -2.69
26 H 0.99 1.29 -2.08
27 H 1.83 -1.91 1.23
28 H 0.78 -2.61 2.43
29 H 1.11 -0.97 2.51
30 O -6.06 -6.23 4.49
31 H -5.87 -7.09 4.87
32 H -5.74 -6.29 3.59
33 O -2.45 6.66 1.09
34 H -2.43 5.71 1.07
35 H -2.84 6.91 0.25
36 O 1.91 -0.54 -9.50
37 H 1.67 0.30 -9.90
38 H 1.75 -0.41 -8.56
39 O -4.04 -2.69 -8.49
40 H -4.72 -3.35 -8.33
41 H -3.79 -2.38 -7.62
42 O -1.42 4.03 5.66
43 H -0.76 3.74 5.04
44 H -2.15 3.43 5.53
45 O 2.30 7.26 1.24
46 H 1.65 7.89 0.93
47 H 1.82 6.44 1.35
48 O 7.15 -5.41 1.92
49 H 6.75 -4.74 1.37
50 H 7.20 -5.00 2.79
51 O 4.75 0.90 -0.26
52 H 4.40 0.17 -0.76
53 H 3.98 1.29 0.16
54 O -0.33 6.76 -5.87
55 H -0.59 6.44 -6.74
56 H 0.28 6.10 -5.54
57 O -1.58 -3.48 8.87
58 H -1.45 -3.02 9.69
59 H -2.45 -3.20 8.57
60 O -5.72 -5.85 -0.07
61 H -5.08 -5.59 -0.73
62 H -6.35 -6.39 -0.54
63 O 3.90 7.51 -3.62
64 H 3.06 7.98 -3.60
65 H 3.76 6.75 -3.06
66 O 7.61 3.92 -2.23
67 H 8.48 3.54 -2.10
68 H 7.00 3.23 -1.98
69 O 4.07 -3.63 -2.29
70 H 3.90 -4.32 -2.93
71 H 3.33 -3.69 -1.68
72 O 4.73 1.91 5.10
73 H 4.01 2.01 4.48
74 H 5.24 2.72 5.00
75 O -6.11 -2.58 6.88
76 H -6.42 -1.91 6.26
77 H -6.26 -3.41 6.43

Löwdin atomic charges, in units of e: number 1, C, carries -0.0496; number 2, C, carries -0.4494; number 3, C, carries -0.1291; number 4, C, carries -0.2031; number 5, C, carries -0.2019; number 6, C, carries -0.5052; number 7, N, carries -0.2221; number 8, O, carries -0.3608; number 9, C, carries -0.0486; number 10, C, carries -0.0655; number 11, C, carries -0.0713; number 12, H, carries 0.0530; number 13, H, carries 0.0640; number 14, H, carries 0.0610; number 15, H, carries 0.0894; number 16, H, carries 0.0879; number 17, H, carries 0.0946; number 18, H, carries 0.0955; number 19, H, carries 0.1107; number 20, H, carries 0.1133; number 21, H, carries 0.0720; number 22, H, carries 0.0458; number 23, H, carries 0.0617; number 24, H, carries 0.0587; number 25, H, carries 0.0629; number 26, H, carries 0.0664; number 27, H, carries 0.0687; number 28, H, carries 0.0658; number 29, H, carries 0.0610; number 30, O, carries -0.0532; number 31, H, carries 0.0271; number 32, H, carries 0.0283; number 33, O, carries -0.0568; number 34, H, carries 0.0313; number 35, H, carries 0.0247; number 36, O, carries -0.0556; number 37, H, carries 0.0257; number 38, H, carries 0.0299; number 39, O, carries -0.0552; number 40, H, carries 0.0255; number 41, H, carries 0.0297; number 42, O, carries -0.0610; number 43, H, carries 0.0310; number 44, H, carries 0.0266; number 45, O, carries -0.0564; number 46, H, carries 0.0243; number 47, H, carries 0.0312; number 48, O, carries -0.0579; number 49, H, carries 0.0300; number 50, H, carries 0.0278; number 51, O, carries -0.0631; number 52, H, carries 0.0231; number 53, H, carries 0.0282; number 54, O, carries -0.0559; number 55, H, carries 0.0263; number 56, H, carries 0.0295; number 57, O, carries -0.0539; number 58, H, carries 0.0255; number 59, H, carries 0.0277; number 60, O, carries -0.0531; number 61, H, carries 0.0300; number 62, H, carries 0.0249; number 63, O, carries -0.0555; number 64, H, carries 0.0242; number 65, H, carries 0.0309; number 66, O, carries -0.0548; number 67, H, carries 0.0246; number 68, H, carries 0.0272; number 69, O, carries -0.0540; number 70, H, carries 0.0261; number 71, H, carries 0.0240; number 72, O, carries -0.0574; number 73, H, carries 0.0322; number 74, H, carries 0.0244; number 75, O, carries -0.0558; number 76, H, carries 0.0291; number 77, H, carries 0.0227